1.
Entry from the Open Molecules 2025 dataset: a cluster of 12 separate species, C8H36O11 in total at a distorted geometry (ωB97M-V/def2-TZVPD).

Computed properties:
Spin multiplicity: 2
Calculated total energy in eV: -31400.387
Total charge: -1
LUMO energy (spin up / spin down) in eV: 2.587 / 2.583

Cartesian coordinates (Å):
C 0.239 -2.214 -3.790
C 0.486 -1.839 -2.332
C 1.550 -2.661 -1.669
C 2.820 -2.646 -2.073
C 1.226 -3.376 -0.339
C -0.029 -2.884 0.354
C 0.088 -1.987 1.320
C -1.061 -1.258 1.948
H -0.152 -3.230 -3.908
H -0.361 -1.427 -4.239
H 1.154 -2.354 -4.373
H -0.399 -1.785 -1.700
H 0.770 -0.780 -2.240
H 3.620 -3.037 -1.460
H 3.077 -2.164 -3.005
H 2.123 -3.205 0.251
H 1.259 -4.444 -0.573
H -0.895 -3.415 -0.015
H 1.043 -1.482 1.423
H -1.993 -1.748 1.741
H -1.016 -1.255 3.055
H -0.996 -0.178 1.890
H 0.010 1.035 4.516
H -0.551 1.095 3.045
O 0.223 1.223 3.599
H -0.800 4.206 2.715
H -1.301 2.837 2.324
O -1.591 3.656 2.740
H -5.150 -0.236 -0.578
H -3.838 -1.059 -1.003
O -4.638 -1.043 -0.469
H -3.641 -1.832 2.602
H -4.468 -0.915 1.835
O -3.893 -0.900 2.612
H -2.509 3.724 -1.261
H -1.075 4.335 -1.356
O -1.790 3.939 -1.867
H 5.001 2.448 -0.256
H 3.473 2.111 0.237
O 4.224 1.899 -0.327
H 3.025 3.790 -2.378
H 2.158 2.497 -2.130
O 2.193 3.352 -2.565
H 1.763 2.427 1.786
H 0.695 1.340 1.271
O 1.516 1.809 1.093
H -0.832 0.723 -1.726
H -1.496 1.985 -1.251
O -1.246 1.101 -0.939
H -2.545 1.038 0.665
H -3.168 1.810 1.826
O -2.623 1.925 1.045
H 4.090 -0.568 0.912
H 2.726 0.047 1.355
O 3.507 -0.429 1.661

2.
Entry from the Open Molecules 2025 dataset: a cluster of 11 separate species, C8H38O11 in total at a distorted geometry (ωB97M-V/def2-TZVPD).

Computed properties:
Spin multiplicity: 1
Calculated total energy in eV: -31431.564
SMILES string: CCO.CO.CO.CO.CO.CO.CO.O.O.O.O
LUMO energy in eV: -0.027

Cartesian coordinates (Å):
C 14.125 22.363 -35.751
C 14.731 23.124 -34.562
O 13.886 24.247 -34.188
H 14.754 21.556 -36.126
H 14.063 23.105 -36.548
H 13.096 22.098 -35.508
H 15.770 23.398 -34.739
H 14.677 22.462 -33.698
H 13.843 24.231 -33.229
C 11.670 26.244 -36.699
O 11.555 25.331 -35.594
H 11.628 27.269 -36.330
H 12.540 25.994 -37.306
H 10.850 26.078 -37.398
H 12.392 25.093 -35.189
C 11.907 27.201 -32.255
O 10.582 26.714 -32.243
H 12.648 26.484 -32.610
H 12.016 28.069 -32.905
H 12.211 27.538 -31.264
H 10.638 26.097 -31.510
C 15.247 23.870 -39.632
O 14.417 24.751 -38.864
H 14.702 23.683 -40.558
H 16.220 24.193 -40.001
H 15.421 22.954 -39.068
H 14.939 25.557 -38.872
C 13.819 30.442 -38.691
O 13.325 29.413 -37.894
H 14.190 30.098 -39.657
H 12.995 31.079 -39.012
H 14.533 31.075 -38.165
H 13.392 29.608 -36.957
C 9.918 22.565 -37.418
O 8.812 21.849 -37.853
H 10.859 22.031 -37.550
H 9.957 23.547 -37.889
H 9.782 22.754 -36.353
H 8.104 22.492 -37.772
C 9.334 28.907 -34.455
O 9.417 29.133 -33.067
H 8.805 27.972 -34.640
H 8.980 29.763 -35.030
H 10.318 28.664 -34.853
H 9.718 28.301 -32.695
O 11.939 23.621 -39.933
H 11.768 24.423 -40.428
H 12.672 23.846 -39.360
O 9.043 25.248 -34.148
H 9.727 25.006 -34.772
H 9.456 25.897 -33.579
O 8.840 27.081 -39.530
H 9.753 27.369 -39.550
H 8.642 26.975 -38.600
O 11.320 28.326 -39.576
H 10.888 29.146 -39.817
H 12.020 28.590 -38.979

3.
Entry from the Open Molecules 2025 dataset: a cluster of 16 separate species, C8H39F6N3O18S2 in total at a distorted geometry (ωB97M-V/def2-TZVPD).

Computed properties:
Spin multiplicity: 1
Calculated total energy in eV: -88227.581
LUMO energy in eV: -1.570

Cartesian coordinates (Å):
C -1.204 -0.318 -0.972
C 0.199 0.113 -1.405
N 0.720 1.159 -0.506
C 0.411 2.476 -0.591
C 0.993 3.070 0.495
N 1.515 2.052 1.265
C 1.273 0.875 0.671
C 2.387 2.280 2.430
H -1.237 -0.489 0.103
H -1.495 -1.191 -1.550
H -1.898 0.496 -1.189
H 0.150 0.565 -2.393
H 0.914 -0.705 -1.413
H -0.161 2.911 -1.390
H 0.989 4.091 0.826
H 1.557 -0.109 1.002
H 3.367 1.910 2.142
H 2.064 1.746 3.322
H 2.290 3.339 2.652
C -3.508 -9.103 -1.882
F -4.766 -9.199 -1.530
F -2.940 -10.298 -1.873
F -3.363 -8.596 -3.096
S -2.570 -8.007 -0.624
O -2.899 -8.572 0.661
O -1.166 -8.011 -1.021
N -3.388 -6.540 -0.929
S -2.916 -5.656 0.280
O -3.874 -5.567 1.360
O -1.523 -5.727 0.667
C -3.049 -3.974 -0.603
F -2.103 -3.875 -1.552
F -4.243 -3.832 -1.177
F -2.840 -2.959 0.257
O 0.085 -1.497 2.739
H -0.766 -1.094 2.521
H 0.116 -2.304 2.204
O 0.196 -0.338 5.399
H 0.190 0.581 5.066
H -0.185 -0.846 4.674
O 1.669 2.226 -4.375
H 0.786 2.557 -4.104
H 1.909 2.765 -5.137
O 2.478 5.423 4.168
H 1.645 5.671 3.729
H 3.059 6.179 4.035
O 3.271 -1.223 -0.882
H 3.670 -0.949 -0.036
H 3.812 -0.808 -1.563
O -0.746 3.342 -3.778
H -1.408 2.730 -4.134
H -1.237 4.150 -3.589
O -0.061 6.591 0.251
H -0.467 6.815 -0.595
H 0.891 6.652 0.092
O -0.447 2.044 4.281
H -0.526 2.972 4.535
H -1.357 1.716 4.269
O 0.101 6.451 2.935
H -0.067 6.306 1.981
H -0.254 7.326 3.121
O -3.345 -0.454 2.362
H -4.204 -0.595 1.949
H -2.938 -1.329 2.365
O 2.909 4.551 -1.563
H 3.467 4.730 -2.329
H 2.168 5.157 -1.658
O 0.762 -2.242 -3.815
H 0.260 -2.745 -4.471
H 0.762 -2.804 -3.030
O 0.307 -0.049 -5.432
H 0.592 -0.788 -4.862
H 0.697 0.739 -5.019
O 4.462 -0.701 1.644
H 4.875 -0.969 2.473
H 5.180 -0.295 1.140

4.
Entry from the Open Molecules 2025 dataset: a structure of composition C8H3ClMoN2O6 (ωB97M-V/def2-TZVPD).

Computed properties:
Spin multiplicity: 1
Calculated total energy in eV: -37971.314
Total charge: +2
LUMO energy in eV: -10.715

Cartesian coordinates (Å):
Mo 0.458 0.013 -0.010
O -2.442 0.058 5.409
C -1.839 -0.023 4.259
C -1.501 -1.241 3.620
C -0.868 -1.167 2.412
N -0.564 -0.001 1.824
C -0.888 1.159 2.423
C -1.520 1.208 3.628
C -0.456 2.324 1.598
O -0.548 3.472 1.762
O 0.174 1.765 0.430
C -0.417 -2.319 1.578
O -0.497 -3.470 1.742
O 0.197 -1.750 0.416
H -2.651 -0.798 5.820
H -1.724 -2.207 4.058
H -1.771 2.151 4.097
O -1.299 0.011 -3.809
C -0.822 0.012 -2.783
N -0.295 0.014 -1.658
Cl 2.605 0.026 -0.104

5.
Entry from the Open Molecules 2025 dataset: a cluster of 15 separate species, C8H40ClN2O15 in total at a distorted geometry (ωB97M-V/def2-TZVPD).

Computed properties:
Spin multiplicity: 1
Calculated total energy in eV: -55151.124
Total charge: +1
LUMO energy in eV: -4.094

Cartesian coordinates (Å):
O -3.415 0.265 0.731
C -3.308 1.105 -0.196
C -2.720 0.736 -1.665
C -1.214 0.265 -1.460
C -0.460 0.389 -0.120
N 0.852 -0.173 -0.395
C 1.775 -0.138 0.780
C 3.306 -0.477 0.462
C 3.968 0.405 -0.706
Cl 3.496 2.178 -0.619
C 1.002 -0.645 -1.733
N -0.256 -0.342 -2.364
H -3.634 2.186 0.022
H -3.393 -0.123 -2.049
H -2.848 1.655 -2.340
H -0.783 0.788 0.893
H 1.424 -0.860 1.618
H 1.738 0.941 1.193
H 3.899 -0.227 1.425
H 3.492 -1.602 0.280
H 3.716 -0.033 -1.747
H 5.113 0.300 -0.615
H 1.940 -1.142 -2.145
H -0.494 -0.521 -3.350
O -1.878 -0.509 3.665
H -2.332 -0.524 2.812
H -2.311 0.206 4.148
O 1.904 1.507 -4.576
H 1.400 2.317 -4.414
H 1.467 0.846 -4.025
O -2.616 -3.206 4.451
H -3.305 -2.987 5.093
H -2.306 -2.344 4.137
O 1.634 -2.502 3.463
H 2.016 -3.231 3.968
H 0.681 -2.651 3.524
O -2.944 -3.133 7.174
H -2.481 -2.647 7.868
H -2.255 -3.675 6.768
O -1.995 -2.970 -1.926
H -1.738 -3.459 -1.129
H -1.349 -2.257 -1.980
O -1.605 -3.375 0.945
H -2.110 -2.566 1.100
H -2.047 -4.034 1.498
O -4.760 -1.689 2.218
H -5.584 -1.915 1.769
H -4.398 -0.961 1.694
O -1.337 -5.955 -1.536
H -1.925 -5.605 -0.855
H -1.484 -5.374 -2.293
O 1.717 5.236 -0.153
H 2.169 5.993 0.243
H 2.376 4.532 -0.134
O 2.315 5.423 -3.275
H 2.993 4.757 -3.448
H 2.221 5.418 -2.312
O 1.070 1.098 -7.452
H 0.470 1.822 -7.236
H 1.613 0.998 -6.658
O 6.470 3.806 -0.668
H 5.593 3.403 -0.701
H 6.788 3.752 -1.579
O -2.082 3.765 1.062
H -1.810 3.274 1.847
H -1.441 4.486 1.004

6.
Entry from the Open Molecules 2025 dataset: a cluster of 13 separate species, C8H42N4O16 in total at a distorted geometry (ωB97M-V/def2-TZVPD).

Computed properties:
Spin multiplicity: 1
Calculated total energy in eV: -47698.970
LUMO energy in eV: -0.118

Cartesian coordinates (Å):
C -4.045 2.120 -1.161
C -3.120 1.172 -0.431
O -3.610 -0.166 -0.427
O -4.156 1.845 -2.538
H -3.854 3.165 -0.900
H -5.052 1.933 -0.758
H -2.996 1.525 0.598
H -2.114 1.234 -0.862
H -4.101 -0.257 -1.254
H -3.489 2.314 -3.047
C 2.225 -4.843 -3.713
C 0.939 -4.355 -3.047
O 1.198 -3.080 -2.449
O 3.093 -5.457 -2.776
H 2.706 -3.975 -4.172
H 1.871 -5.532 -4.478
H 0.712 -4.992 -2.182
H 0.068 -4.436 -3.704
H 0.405 -2.566 -2.271
H 3.371 -4.739 -2.195
C -3.212 -1.376 2.615
C -3.995 -2.632 2.287
O -3.339 -3.818 2.759
O -2.115 -1.169 1.766
H -2.943 -1.419 3.672
H -3.929 -0.545 2.538
H -4.093 -2.712 1.198
H -4.996 -2.704 2.708
H -2.571 -3.986 2.205
H -2.457 -0.863 0.911
C -2.378 3.017 3.601
O -3.085 4.014 3.582
N -2.850 1.812 4.042
N -1.065 3.039 3.187
H -3.826 1.597 4.074
H -2.176 1.090 4.225
H -0.419 2.381 3.594
H -0.720 3.984 3.123
C 0.785 0.304 0.050
O 0.432 -0.705 -0.581
N 0.016 0.821 1.062
N 1.896 1.010 -0.260
H 0.449 1.550 1.597
H -0.668 0.228 1.513
H 2.292 0.660 -1.122
H 2.054 1.940 0.111
O 2.728 2.055 3.646
H 2.915 2.083 4.590
H 2.793 1.122 3.413
O -1.170 -0.318 -2.884
H -1.893 -0.943 -2.779
H -0.553 -0.528 -2.159
O 1.751 3.094 -3.340
H 1.725 2.595 -4.161
H 2.630 2.930 -2.968
O 2.231 3.559 0.974
H 2.717 4.384 1.063
H 2.250 3.158 1.854
O 4.683 2.875 -2.200
H 4.988 3.108 -3.083
H 4.238 2.018 -2.306
O 2.236 -2.568 0.920
H 1.982 -3.495 0.900
H 1.534 -2.112 0.430
O 3.500 0.253 -2.730
H 3.816 -0.521 -2.246
H 3.142 -0.102 -3.551
O 5.049 0.644 1.414
H 5.448 -0.123 0.992
H 4.123 0.401 1.522